The following is a DFT calculation (the ωB97M-V functional and the def2-TZVPD basis) of C21H25N5O4 in the gas phase.

```
55
Properties=species:S:1:pos:R:3:nbo_charge:R:1
C 2.7221 -2.6920 0.9052 -0.3196
C -0.1364 -0.5769 2.2543 -0.2532
N -2.2884 3.3403 -0.4077 -0.5974
H 2.7235 2.1678 1.6035 0.2197
H -1.2187 5.0989 -0.4728 0.2129
C 0.9391 3.1200 0.9372 -0.1560
C 0.8888 -1.1773 1.3244 0.0033
C -2.4683 2.0830 0.0289 0.5222
H -4.6145 -3.4040 -1.0980 0.1890
N -1.5571 1.4840 0.8552 -0.5999
O 3.6317 1.3478 -0.8415 -0.5155
N -1.4868 -0.7013 1.7472 -0.5822
N -3.4788 1.3188 -0.3289 -0.4094
C 2.1192 2.4214 0.7467 -0.3358
H 0.0514 0.4947 2.3667 0.2369
C 0.5160 3.0863 -1.4094 -0.1945
H -1.3269 4.3752 1.1510 0.1933
C -1.1972 4.1579 0.0830 -0.2233
C -5.4950 -2.9719 -1.5799 -0.2570
C -5.1799 -0.7985 -0.7216 -0.1633
C 1.8839 -1.3002 -0.8642 -0.1925
C 4.4419 0.8867 0.2099 -0.2554
C 2.7823 -2.2725 -0.4184 0.2896
H 5.1883 -3.9279 -1.8464 0.2011
H 0.6470 3.3947 1.9398 0.2103
H 0.2820 0.0068 -0.3526 0.2284
O -6.0287 -1.9039 -0.8293 -0.5176
O 3.6665 -2.7343 -1.3446 -0.4951
H -1.9031 -1.6195 1.6390 0.4413
H 5.2575 -3.3531 -0.1625 0.1732
C 0.9568 -0.7591 -0.0025 -0.2366
H 2.0003 2.1017 -2.6046 0.2207
H 4.8836 1.7164 0.7724 0.1738
H -5.2283 -2.6428 -2.5926 0.1594
H -4.8231 -0.4581 -1.7074 0.2026
C 1.6899 2.3948 -1.6141 -0.2762
H -6.2811 -3.7220 -1.6370 0.1936
C -3.9611 -1.0112 0.1585 0.6743
O -3.6430 -2.0532 0.6996 -0.6062
C -2.0152 0.2698 1.0030 0.5984
H 3.8819 0.2384 0.8918 0.1830
H -0.0906 -1.0621 3.2330 0.2047
H 3.3987 -3.4414 1.2848 0.2187
N -3.2061 0.1184 0.2932 -0.2878
H -5.7707 0.0128 -0.2867 0.2304
H -0.1125 3.3344 -2.2524 0.2136
C 2.5027 2.0449 -0.5347 0.3825
C 4.5966 -3.7151 -0.9574 -0.2513
H 1.9466 -0.9772 -1.8905 0.2202
C 0.1210 3.4556 -0.1280 -0.0535
H 4.1003 -4.6334 -0.6265 0.1764
H 1.7386 -2.4878 2.7847 0.2070
C 1.7754 -2.1478 1.7593 -0.2082
H 5.2362 0.3111 -0.2632 0.1992
H -3.0582 3.7620 -0.8968 0.4075
```

Summary:
SMILES	COCC(=O)n1nc(NCc2ccc(OC)cc2)nc1NCc1ccc(OC)cc1
orbital gap	8.621	eV
energy	-1389.96266	Ha
multiplicity	1



The following is a DFT calculation (the ωB97M-V functional and the def2-TZVPD basis) of C21H25NO4 in the gas phase.

```
51
Properties=species:S:1:pos:R:3:nbo_charge:R:1
H 4.8267 0.5401 -1.0998 0.1952
O 1.6344 1.4375 -2.0513 -0.5053
C -2.8732 0.3559 5.3859 -0.2050
C 0.5049 0.3204 3.6760 -0.6401
C -0.8395 -2.0320 -1.7123 -0.2178
H 6.6951 -0.9711 -1.8842 0.2008
H -0.8240 -1.5998 -3.8475 0.2354
C -1.8470 -0.0545 2.8475 0.2089
C 3.6331 0.3188 -2.8758 -0.4256
C -0.6848 0.6764 0.8200 0.7036
H -0.9739 -2.3074 1.1622 0.2001
H 0.7411 1.2442 3.1478 0.2521
H 5.8111 -1.4722 -3.3276 0.2009
C 5.9646 -1.6778 -2.2717 -0.6079
H 3.0008 -0.4408 -3.3415 0.2102
H 3.4000 2.3862 -2.2480 0.1924
C 0.5615 1.0288 -2.7212 0.8122
C -1.0720 -1.3604 -2.8339 -0.1931
C 2.8420 1.6221 -2.7923 -0.0741
H -0.8472 0.6663 5.9820 0.2090
C -0.3078 0.0445 -0.5163 -0.3170
C -0.9715 0.2322 3.8975 -0.0274
H 4.4959 0.4858 -3.5205 0.2114
H 0.8570 -0.5094 3.0641 0.2114
O -0.4281 1.7997 1.1820 -0.6066
C -3.7295 0.0651 4.3377 -0.2188
C -1.7413 -0.0690 -2.4036 0.0557
O 0.5254 0.8515 -3.9114 -0.6067
H 2.5908 1.9802 -3.7957 0.2069
H 6.3756 -2.6803 -2.1782 0.2108
H 4.8315 -1.8755 -0.4632 0.1999
C -1.5117 0.4395 5.1607 -0.1957
C 4.6564 -1.5691 -1.4973 -0.3882
H 1.0370 0.3130 4.6237 0.2146
C -0.6165 0.8347 -1.7917 -0.3297
O -2.4385 -0.4696 -1.2418 -0.4993
H 3.9231 -2.2565 -1.9261 0.1925
H -3.2665 0.5188 6.3781 0.2134
H -3.8778 -0.3392 2.2421 0.2144
C -1.3363 -1.1203 -0.6166 0.2112
H -0.3436 -2.9686 -1.5533 0.2234
N -1.3466 -0.2666 1.5383 -0.4689
H 0.7291 -0.2929 -0.4701 0.2447
H 3.2195 -0.1234 -0.8206 0.2042
H -2.3905 0.4194 -3.1225 0.2205
C -3.2159 -0.1366 3.0710 -0.2220
H -2.6699 -1.8004 0.9420 0.2228
C 4.0802 -0.1536 -1.4929 -0.3958
H -1.0227 1.8180 -1.5374 0.2653
C -1.6290 -1.4980 0.8172 -0.2132
H -4.7946 0.0046 4.5031 0.2147
```

Summary:
SMILES	CCCCCOC(=O)[C@@H]1[C@H]2C(=O)N(c3ccccc3C)C[C@]23C=C[C@H]1O3
orbital gap	9.527	eV
energy	-1170.94590	Ha
multiplicity	1



The following is a DFT calculation (the ωB97M-V functional and the def2-TZVPD basis) of C21H25NO6S in the gas phase.

```
54
Properties=species:S:1:pos:R:3:nbo_charge:R:1
H 6.0899 2.8878 -0.9516 0.2277
H 0.4966 -3.0273 0.8265 0.2869
H -2.2655 0.6345 2.7751 0.2235
C 2.7836 0.3196 -1.1806 -0.2017
C -2.3053 -0.4320 2.9848 -0.6353
O 3.0054 -3.4948 -0.8410 -0.9339
H 6.1831 2.5981 0.7854 0.2177
C 0.9268 -0.9706 1.1646 0.2767
H -5.1484 1.3931 -1.8475 0.2103
H -2.9260 1.8857 -2.8009 0.1861
H 1.8797 0.3194 -1.7693 0.2418
C -2.7020 -1.5745 -0.0252 0.8244
C 5.1100 0.2390 0.3227 -0.2092
C -1.2642 1.5873 -0.0892 0.6346
H -3.0906 2.7497 -1.2499 0.2490
H 2.0647 -2.7225 1.6632 0.2559
H 4.6732 -1.8559 0.5735 0.2346
S 2.1779 -2.3256 -0.7236 2.1598
O -0.0500 -0.5281 0.3579 -0.4075
C -3.4201 -1.0841 2.1814 -0.0754
H -4.1782 -0.5094 -2.9747 0.2054
C -4.1272 -0.5047 -1.8826 -0.3925
C -3.0318 1.7659 -1.7174 -0.2237
O -1.5577 2.6833 0.3696 -0.6281
H -2.4906 -0.5795 4.0451 0.2172
H 3.2036 2.3968 -1.4427 0.2181
H -1.3464 -0.8779 2.7344 0.2132
H 4.8497 3.5471 0.1079 0.2233
O 1.1778 -2.0965 -1.7304 -0.9456
C 0.6641 1.2047 1.5494 -0.2319
H -0.6851 -0.6275 -1.6039 0.2705
H -4.9583 -1.1054 -1.5089 0.2159
N -1.8508 1.0973 -1.2075 -0.4260
H -2.6363 -2.0672 -2.0602 0.2428
C 3.5301 1.4685 -0.9982 -0.2035
H -1.6818 -0.0162 -2.9244 0.1999
O -2.1295 -2.5688 0.3424 -0.6159
C 1.4118 0.0671 1.9181 -0.2954
H -3.3784 -2.1738 2.2808 0.2025
C 1.3482 -2.3586 0.9367 -0.6836
H 6.0194 0.2064 0.9045 0.2151
C 4.6970 1.4429 -0.2394 0.0103
C 4.3642 -0.9136 0.1491 -0.2125
C -4.2719 0.9356 -1.3858 -0.4136
H 0.7530 2.1986 1.9353 0.2464
C 3.2049 -0.8602 -0.5987 -0.2639
H 2.1932 0.0172 2.6481 0.2349
H -4.3961 -0.7174 2.5097 0.1879
C -0.2156 0.7934 0.5772 0.1575
H -4.4123 0.9404 -0.3062 0.2248
C 5.5011 2.6916 -0.0555 -0.6320
O -3.3483 -0.7469 0.7955 -0.5253
C -2.7925 -1.1507 -1.4828 -0.3340
C -1.6481 -0.1811 -1.8406 -0.2243
```

Summary:
SMILES	CCOC(=O)[C@H]1CCCN(C(=O)c2ccc(CS(=O)(=O)c3ccc(C)cc3)o2)C1
orbital gap	9.361	eV
energy	-1719.62242	Ha
multiplicity	1



The following is a DFT calculation (the ωB97M-V functional and the def2-TZVPD basis) of a molecular structure, C21H26AsClCrN2O6S2Si.

```
61
Properties=species:S:1:pos:R:3:lowdin_spin:R:1
S 1.5579 -3.0588 -0.7420 0.0109
H 2.6933 2.6013 2.2242 0.0001
C 1.4557 -7.0830 1.2409 0.0002
H 2.9753 1.1189 3.1453 0.0001
N 0.9580 -2.3949 0.6178 0.0138
Cl -7.2761 1.1401 -0.3488 0.0005
C 3.7999 1.6503 -0.7197 -0.0001
H 2.7604 -5.7924 -1.6231 0.0000
C 2.1403 -7.0328 0.0330 0.0007
C -5.5116 1.0559 -0.3143 0.0036
O 1.5461 0.3609 0.4573 0.0600
C -0.9544 4.2702 1.0914 0.0002
As 0.3795 3.3904 -0.0573 -0.0002
O 2.8879 -2.6188 -1.0609 0.0017
H 2.6049 -7.9297 -0.3603 0.0001
C -3.4771 -0.2016 -0.0779 0.0043
O -0.1779 -3.2246 2.4674 0.0114
H 0.8861 5.9012 -0.5103 0.0000
H 0.3351 3.7460 -2.5583 0.0000
H 0.3453 -5.9356 2.7216 0.0001
C -2.8785 -1.4914 0.1205 0.0332
C -2.6623 0.9694 -0.2512 0.0101
H -3.5563 -2.3602 0.1539 0.0003
H 1.9604 5.2388 0.7501 0.0000
H -5.2697 3.1775 -0.6453 0.0003
C 0.1732 0.1974 4.0543 0.0080
H -1.1302 2.8844 -2.0657 0.0000
S -0.8055 0.7642 2.8058 0.0335
Si 3.0889 0.6745 0.7252 0.0125
H -0.4148 4.6978 1.9382 0.0001
C 3.3118 1.7002 2.2776 0.0015
H 3.9617 0.9940 -1.5842 0.0000
C 0.8761 -5.9327 1.7760 0.0007
H 3.9881 -1.5368 0.1039 0.0001
Cr -0.1035 -0.6010 0.4739 3.6899
H 3.8218 -1.3724 1.8675 0.0001
C 1.4859 5.0327 -0.2132 -0.0001
H 1.3815 -8.0235 1.7729 0.0000
H 5.2061 -0.6161 1.0325 0.0003
H -1.4913 5.0654 0.5644 0.0000
N 0.8391 -0.1722 4.9383 0.0088
H 2.2748 4.8728 -0.9534 0.0000
O -1.6919 -1.7063 0.2393 0.0237
C 4.1355 -0.8559 0.9518 0.0018
H 4.3585 2.0039 2.4402 0.0003
C 1.6433 -4.7215 -0.1238 0.0009
H -5.4581 -1.0399 0.0238 0.0000
H 3.0844 2.4270 -1.0098 0.0000
H 4.7556 2.1342 -0.4674 0.0000
H -1.0151 4.6564 -1.8399 0.0000
C -0.4641 3.7107 -1.8151 0.0000
C -4.7550 2.2344 -0.4961 0.0059
C 0.5076 -3.3773 1.4960 0.0087
H -1.6542 3.5304 1.4813 0.0002
C -4.8806 -0.1316 -0.1175 0.0039
O -1.4049 0.9705 -0.2292 0.0346
C 2.2398 -5.8445 -0.6737 0.0004
O 0.5988 -3.0314 -1.8216 0.0111
C 1.0026 -4.7564 1.0789 0.0000
H -2.8223 3.1045 -0.6101 0.0000
C -3.3952 2.1954 -0.4760 0.0019
```

Summary:
total charge	-2
orbital gap (spin up / spin down)	5.344 / 5.934	eV
energy	-6203.30608	Ha
multiplicity	5